Entry 1:
A molecular structure, C33H17F14MnN2O2PS3Se. Source: the OMol25 dataset; level of theory: wB97M-V/def2-TZVPD.

The geometry in XYZ format:
```
74
Properties=species:S:1:pos:R:3:forces:R:3
Mn -0.839434 1.149134 2.776820 -0.122 0.308 0.270
S 1.867767 2.993304 5.896669 0.015 0.019 -0.014
C 0.864580 2.359543 4.775721 0.035 -0.086 -0.086
S 0.411938 0.678809 4.686663 0.011 0.013 0.016
S 0.113657 3.201733 3.454949 0.023 -0.025 -0.001
F 7.434467 -0.508215 1.975352 -0.070 0.064 -0.020
C 6.835992 0.687270 1.776734 0.093 0.013 -0.020
F 7.198922 1.479424 2.798682 -0.082 -0.044 -0.053
F 7.402011 1.207184 0.662148 -0.078 -0.050 0.076
C 5.345929 0.550825 1.633045 0.089 -0.067 -0.085
C 4.853485 -0.340526 0.678696 0.004 0.105 0.113
C 3.490663 -0.474908 0.513526 0.038 -0.007 0.055
C 2.604937 0.268191 1.298384 -0.048 -0.098 -0.043
C 3.108522 1.157003 2.235206 -0.064 -0.008 -0.003
C 4.480191 1.300345 2.405163 0.080 0.024 0.038
P 0.792826 0.164813 1.010396 0.217 -0.004 -0.114
C 0.509622 -1.618406 0.777639 0.001 0.021 -0.046
C -0.452346 -2.089857 -0.112963 0.346 0.096 -0.149
C -0.684003 -3.450487 -0.230137 1.426 -0.120 -0.757
C 0.017461 -4.342619 0.567645 0.406 -0.020 -0.257
C 0.938725 -3.878025 1.500642 -0.120 -0.068 -0.162
C 1.180550 -2.520132 1.605253 0.014 0.011 -0.035
C -0.194026 -5.821108 0.403716 -0.022 0.001 -0.076
F 0.684077 -6.358113 -0.481432 -0.058 0.041 0.059
F -0.025241 -6.500423 1.554911 0.010 0.052 -0.002
F -1.423441 -6.121431 -0.053410 0.228 -0.070 0.049
C 0.770605 0.981752 -0.627376 0.049 -0.016 -0.009
C 0.845142 0.338329 -1.857810 0.074 0.057 0.089
C 0.813462 1.074382 -3.029407 0.006 0.168 -0.024
C 0.719957 2.460103 -2.974447 -0.007 -0.072 -0.096
C 0.668889 3.112663 -1.750437 -0.016 0.072 -0.058
C 0.693723 2.373448 -0.584186 0.082 -0.063 0.032
C 0.622956 3.238968 -4.252848 0.043 0.054 -0.065
F 0.947520 4.537542 -4.102972 -0.027 -0.115 0.039
F -0.634650 3.220569 -4.764037 0.157 0.025 0.028
F 1.424443 2.744227 -5.217614 -0.063 0.003 0.066
H 5.536074 -0.919820 0.073721 0.056 -0.034 -0.033
H 3.110739 -1.167311 -0.225824 -0.037 -0.032 -0.030
H 2.438689 1.753075 2.836484 -0.059 0.020 0.043
H 4.857877 1.991963 3.144949 0.016 0.002 0.004
H -1.049722 -1.404034 -0.700785 0.137 -0.006 -0.083
H -1.431781 -3.807515 -0.924401 1.148 0.185 -0.104
H 1.454453 -4.571347 2.148128 0.037 -0.048 0.039
H 1.892390 -2.164088 2.338824 0.030 0.022 0.007
H 0.904496 -0.736896 -1.916511 -0.019 -0.109 0.028
H 0.854289 0.569139 -3.984451 -0.008 -0.005 -0.034
H 0.600185 4.190819 -1.707478 -0.003 0.012 -0.012
H 0.631254 2.881202 0.372087 0.001 0.006 0.037
C -3.164288 1.634166 -3.776281 -0.078 -0.051 -0.233
N -2.865181 1.750192 -2.363550 0.055 0.058 0.067
C -3.129412 2.911615 -1.710265 0.035 -0.007 0.119
C -2.876244 3.052946 -0.396113 0.013 -0.189 -0.121
C -2.286609 1.918283 0.274450 -0.169 -0.074 -0.316
O -1.998285 2.033887 1.507594 0.192 0.320 0.278
N -2.040363 0.781914 -0.363592 -0.132 0.229 0.041
C -2.342544 0.638644 -1.678834 -0.066 0.288 0.167
O -2.169441 -0.408907 -2.287196 0.005 -0.332 -0.241
H -2.779485 2.506032 -4.305528 -0.090 -0.086 0.033
H -4.241945 1.549118 -3.937589 0.036 -0.033 -0.007
H -2.679714 0.733398 -4.147040 -0.049 0.097 0.007
H -3.549596 3.704218 -2.318128 0.013 -0.023 0.019
H -3.079939 3.963209 0.142021 0.000 0.023 0.031
F -4.819635 -2.542364 -1.640877 0.050 0.032 0.106
C -4.271558 -2.148935 -0.487862 0.068 0.129 0.153
C -4.620674 -0.929656 0.075311 0.105 -0.241 0.135
F -5.503587 -0.138706 -0.551494 0.058 -0.018 0.006
C -4.040881 -0.526050 1.270265 -0.075 -0.240 -0.027
F -4.428414 0.655704 1.759989 0.018 -0.133 -0.024
C -3.085677 -1.296595 1.927426 -0.061 -0.081 -0.146
Se -2.180122 -0.747773 3.524878 -0.229 -0.224 0.007
C -2.782616 -2.527582 1.351530 -0.312 0.082 0.176
F -1.890697 -3.343370 1.930710 -0.899 0.227 0.674
C -3.352724 -2.957357 0.163338 -0.570 0.426 0.253
F -3.009187 -4.136527 -0.366792 -1.884 -0.406 0.221
```
Forces are in eV/Å.

Summary:
Lowest unoccupied orbital energy (alpha / beta) = 1.133 / 2.070 eV
Spin multiplicity = 5
Total charge = -1
Frontier orbital gap (alpha / beta) = 6.76 / 7.85 eV

=====

Entry 2:
A molecular structure, C21H24BCl3F21I2N4O7P2. Source: the OMol25 dataset; level of theory: wB97M-V/def2-TZVPD.

The geometry in XYZ format:
```
85
Properties=species:S:1:pos:R:3:forces:R:3
C 4.841222 -4.926836 -0.929504 -0.002 0.297 0.385
C 3.697525 -3.981878 -1.242835 0.363 -0.528 0.021
O 4.048082 -2.653264 -0.808271 -0.497 0.269 0.058
B 3.443234 -1.556289 -1.304371 0.246 -0.373 -0.103
O 3.332363 -1.301446 -2.647607 0.326 0.128 0.001
C 2.742791 -0.434544 -0.312000 0.406 -0.641 0.241
I 2.092888 -1.521566 1.456565 0.041 0.078 0.018
N 1.605588 0.185347 -1.109123 0.199 0.610 -0.554
C 0.732945 -0.811798 -1.862300 -0.684 -0.219 -0.503
C 0.289495 -2.147619 -1.264607 -0.048 -0.619 -0.109
N -0.736904 -2.747737 -2.120374 0.042 0.651 -0.187
C 0.823925 1.361674 -0.496638 -0.070 0.596 0.687
C -0.052062 0.871065 0.700894 0.116 -0.435 -0.248
C -1.435772 1.438766 1.038503 -0.328 -0.122 0.512
C -2.670189 0.634486 0.593497 0.000 -0.070 -0.289
F -2.368665 -0.419833 -0.229213 0.062 0.241 0.076
F -3.550477 1.435087 -0.064517 0.241 -0.271 0.094
C -3.409723 0.031979 1.818017 -0.203 0.379 -0.069
F -2.530027 -0.666953 2.567458 0.000 -0.119 -0.049
F -3.824602 1.092158 2.551003 0.079 -0.046 -0.013
C -4.689219 -0.840919 1.594704 0.141 -0.235 0.385
F -5.504768 -0.222593 0.739137 -0.058 0.178 -0.342
F -5.307758 -0.852564 2.785866 -0.059 -0.058 0.133
C -4.480547 -2.356920 1.180859 -0.067 0.001 0.063
F -4.771263 -3.107415 2.255708 0.092 0.062 -0.106
F -3.200307 -2.616727 0.843015 -0.119 0.123 -0.096
C -5.417577 -2.893265 0.043378 0.389 -0.413 -0.137
F -6.678940 -2.583081 0.338244 -0.302 0.237 0.056
F -5.294431 -4.233869 0.086767 0.018 -0.100 0.066
C -5.076702 -2.501948 -1.425529 0.227 0.123 -0.102
F -4.829368 -1.179550 -1.528787 0.008 -0.115 0.084
F -3.945511 -3.155819 -1.779730 -0.157 0.078 0.075
C -6.202313 -2.847945 -2.444067 0.039 0.319 0.027
F -6.673019 -4.084054 -2.235359 0.062 0.023 0.047
F -7.193828 -1.954323 -2.276570 -0.030 -0.080 0.028
C -5.753103 -2.752777 -3.931634 -0.290 -0.054 0.476
F -5.230339 -1.567717 -4.201978 0.279 0.554 0.016
F -4.877510 -3.685055 -4.225089 0.676 -0.620 -0.102
F -6.813691 -2.928315 -4.685724 -0.721 -0.042 -0.447
P -0.061912 2.252651 -2.023849 0.124 -0.519 -0.251
O -1.396257 1.313996 -2.041352 -0.331 0.001 -0.047
Cl -0.908820 3.941541 -1.231937 0.095 0.136 0.139
C 1.882234 2.388558 -0.002844 1.145 0.453 0.264
I 2.610787 3.728397 -1.658591 -0.539 -0.116 -0.649
P 1.038598 3.517845 1.354656 -0.727 -0.085 -0.185
O 1.966174 2.991788 2.580983 -0.115 0.172 0.339
O 1.631326 4.951618 0.922620 0.203 0.199 0.216
N 3.112651 1.816200 0.620046 -0.760 -0.015 -1.132
Cl 4.194698 3.118037 0.842727 0.507 -0.211 1.063
C 3.788458 0.659515 0.066824 -0.235 0.201 0.631
Cl 4.772105 1.031579 -1.415001 -0.098 -0.080 -0.286
C 4.866924 0.181776 1.151639 0.095 0.307 0.343
F 4.403349 0.520261 2.380193 0.092 -0.240 -0.403
F 5.034623 -1.156435 1.118858 -0.091 0.251 -0.163
C 6.310120 0.782845 1.025909 0.089 -0.139 0.402
F 7.019405 0.034476 0.156909 0.004 0.106 -0.011
F 6.880313 0.645370 2.246921 -0.029 -0.067 -0.124
H 5.154138 -4.749776 0.104054 -0.003 -0.052 -0.108
H 4.505892 -5.963462 -0.989518 0.078 0.073 -0.212
H 5.704085 -4.752259 -1.572497 -0.083 -0.114 -0.043
H 2.818015 -4.296516 -0.671520 -0.009 0.165 -0.081
H 3.454122 -3.997291 -2.309335 -0.042 0.121 0.039
H 4.076653 -1.666141 -3.150177 -0.331 -0.118 0.013
H 2.111428 0.656524 -1.883198 0.116 -0.137 0.083
H -0.180572 -0.301129 -2.135959 0.009 0.230 0.330
H 1.231932 -1.014152 -2.809169 0.138 0.042 0.255
H -0.128804 -2.069592 -0.266703 -0.007 0.076 -0.026
H 1.107167 -2.873740 -1.215149 0.085 0.205 0.130
H -0.494593 -2.630945 -3.102741 0.080 -0.286 0.059
H -1.603947 -2.228541 -2.009143 -0.072 -0.160 0.111
H -0.176016 -0.208270 0.624354 -0.022 0.125 -0.199
H 0.575223 0.985463 1.588049 -0.104 0.022 -0.045
H -1.486429 1.403778 2.131351 0.152 0.160 -0.105
H -1.589311 2.486062 0.806249 -0.006 -0.091 -0.296
H -1.917134 1.502395 -2.837235 -0.074 -0.093 0.166
H 1.590160 3.373847 3.390677 0.154 -0.157 -0.009
H 1.087549 5.658670 1.319260 0.036 0.001 -0.152
H 6.343009 1.834595 0.761087 0.011 -0.114 -0.209
C 0.920620 7.319813 4.911387 -0.075 0.117 -0.014
N 0.624882 6.489951 3.715259 0.018 -0.146 -0.202
O 0.433155 7.044039 2.651739 0.080 0.067 -0.010
O 0.602733 5.281201 3.851911 0.024 0.026 0.271
H 0.906928 8.359685 4.610304 -0.009 -0.002 -0.029
H 0.154830 7.103110 5.650030 0.025 -0.052 0.023
H 1.898070 7.016721 5.274132 -0.015 -0.051 0.024
```
Forces are in eV/Å.

Summary:
Lowest unoccupied orbital energy = -2.931 eV
Total charge = +1
Frontier orbital gap = 8.44 eV